Computed, not measured: a structure of composition C6H11AuClNO2S2 at a distorted geometry, with wB97M-V/def2-TZVPD.

The value obtained for the HOMO energy is -7.87 eV. Its charge is 0. Its spin multiplicity is 1. The frontier orbital gap is 7.5 eV.

Positions of all 24 atoms, in Å:
Au  -0.700547  -0.855654  -0.281178
N  -1.915412  1.280145  -3.229872
C  -1.380092  1.425793  -0.196935
O  1.925796  2.034162  -1.604630
C  -2.791384  1.892009  0.054288
C  -2.534094  0.379952  0.258877
H  -1.080382  2.958565  -1.710760
H  -2.872604  1.579454  -3.006846
H  -3.552474  1.990563  -0.711289
H  -2.889040  2.543918  0.910986
H  -3.145508  -0.209116  -0.416729
H  -2.472497  0.000877  1.271958
C  1.926096  -2.403128  2.822907
O  1.200384  -2.208239  1.605699
C  1.512012  -2.983993  0.559415
S  2.724150  -4.088337  0.552975
S  0.641231  -2.585229  -0.890460
H  1.541598  -1.650108  3.505357
H  2.993735  -2.270805  2.656377
H  1.751525  -3.405220  3.211477
Cl  -1.057166  1.655094  -1.935786
C  3.034631  1.738030  -1.254308
H  3.236990  1.345060  -0.243327
H  3.903053  1.836209  -1.928197

Forces on atoms 1 to 3 (eV/Å):
0.36 0.09 -0.04
-0.27 0.18 0.52
-1.06 0.34 0.12

=====

Computed, not measured: a structure of composition C22H45AuN2P3Se at a distorted geometry, with wB97M-V/def2-TZVPD.

The value obtained for the HOMO energy (alpha / beta) is -15.75 / -15.80 eV. Its charge is +3. Its spin multiplicity is 3. The frontier orbital gap (alpha / beta) is 6.9 / 2.9 eV.

Positions of all 74 atoms, in Å:
Au  0.091235  0.360140  -0.110667
P  -0.254943  -2.694616  0.041040
P  2.128240  -0.136514  -1.231971
P  -2.103927  0.431426  0.748619
H  0.915427  3.034150  -1.111255
C  0.264000  2.769371  -0.268283
C  0.792212  2.049642  0.874752
H  1.847193  1.731892  0.921835
C  -0.939467  -3.367331  -1.527570
C  1.270801  -3.720233  0.178658
C  -1.303858  -3.633243  1.229319
C  2.888183  1.386721  -1.842434
C  3.444171  -0.869528  -0.189779
C  1.954647  -1.159900  -2.722980
C  -2.645902  2.152737  0.658641
C  -2.285307  -0.029118  2.509651
C  -3.315431  -0.512572  -0.192221
H  -0.634683  3.416990  -0.179588
H  0.272741  2.107816  1.814085
H  -1.129402  -4.444271  -1.432307
H  -0.242128  -3.188029  -2.352668
H  -1.880005  -2.847931  -1.747283
H  1.031158  -4.787045  0.055655
H  1.716573  -3.568319  1.171189
H  2.002888  -3.423334  -0.581821
H  -1.808078  -4.467733  0.724481
H  -2.062276  -2.971563  1.661292
H  -0.693017  -4.043643  2.044115
H  3.745326  1.132003  -2.472712
H  3.229358  2.014271  -1.012937
H  2.159506  1.943929  -2.438884
H  4.262058  -1.253626  -0.822970
H  3.053627  -1.687049  0.431734
H  3.852635  -0.103335  0.488883
H  2.860075  -1.067370  -3.344326
H  1.090253  -0.813074  -3.309381
H  1.808747  -2.216199  -2.459618
H  -3.708481  2.221331  0.919750
H  -2.481637  2.525063  -0.359635
H  -2.056041  2.755763  1.358411
H  -3.270061  0.303078  2.880663
H  -1.499578  0.458699  3.108013
H  -2.204212  -1.120154  2.631818
H  -4.327078  -0.159907  0.043249
H  -3.248783  -1.578811  0.046756
H  -3.137180  -0.376848  -1.264539
C  -1.995763  2.048985  -4.480049
C  -1.378473  2.848567  -3.477228
C  -1.875668  4.130502  -3.218888
C  -2.926385  4.646869  -3.978069
C  -3.503246  3.877136  -4.995694
C  -3.024130  2.593437  -5.255563
Se  -1.388555  0.269098  -4.906247
H  -2.577752  -0.345572  -4.282666
H  -0.522206  2.434724  -2.914631
H  -1.409652  4.742315  -2.437481
H  -3.288435  5.646192  -3.806648
H  -4.323008  4.261537  -5.600685
H  -3.418427  1.968647  -6.056027
C  1.527375  -2.758609  5.468413
C  1.737403  -1.642742  4.538612
C  2.641592  -0.595496  4.554366
C  2.429062  0.157971  3.401034
N  1.451551  -0.409055  2.655651
N  1.061552  -1.485819  3.375051
C  3.155449  1.420494  3.110899
H  2.279108  -3.546011  5.362163
H  1.600152  -2.398141  6.495918
H  0.542982  -3.219424  5.351692
H  3.375510  -0.371106  5.316467
H  0.296572  -2.057768  3.040065
H  3.587078  1.779472  4.057765
H  3.988748  1.239611  2.419809
H  2.507986  2.210461  2.695190

Forces on atoms 1 to 3 (eV/Å):
-0.76 -3.05 -0.60
0.26 -1.28 -0.29
0.83 -0.11 0.07